Here is a molecular structure, C41H37N4O7Ru from OMol25. Energies are from the ωB97M-V functional and the def2-TZVPD basis.

Results
* frontier orbital gap (alpha / beta): 8.120 / 8.081 eV
* LUMO energy (alpha / beta): -0.15 / -0.02 eV
* HOMO energy (alpha / beta): -0.3038 / -0.2977 Eh

```
! RIJCOSX wB97M-V def2-TZVPD def2/J DEFGRID3
* xyz 0 2
Ru -0.610 -0.175 0.072
C -3.724 5.048 1.360
C -2.632 4.591 2.313
C -2.503 5.480 3.529
O -1.385 4.549 1.617
C -0.981 3.193 1.460
C -2.244 2.406 1.804
O -2.868 3.267 2.752
C -2.119 0.975 2.399
O -2.051 0.029 1.349
C -0.946 0.878 3.382
C 0.013 -0.122 3.277
C 1.082 -0.193 4.164
C 1.202 0.732 5.185
C 0.234 1.721 5.319
C -0.829 1.789 4.434
C -3.442 0.612 3.097
C -4.634 0.790 2.396
C -5.842 0.391 2.938
C -5.884 -0.207 4.192
C -4.705 -0.401 4.891
C -3.491 0.005 4.346
C -0.412 2.946 0.052
O 0.025 1.611 0.034
C -1.467 3.295 -1.007
C -2.392 2.374 -1.482
C -3.394 2.761 -2.367
C -3.490 4.076 -2.789
C -2.569 5.007 -2.321
C -1.572 4.617 -1.441
C 0.868 3.742 -0.207
C 1.528 3.479 -1.408
C 2.733 4.091 -1.702
C 3.303 4.979 -0.793
C 2.654 5.241 0.401
C 1.440 4.625 0.696
H -3.481 6.035 0.967
H -4.679 5.092 1.883
H -3.806 4.361 0.516
H -2.291 6.503 3.220
H -1.687 5.123 4.158
H -3.432 5.465 4.101
H -0.188 2.961 2.178
H -2.873 2.317 0.916
H -0.075 -0.868 2.499
H 1.817 -0.981 4.054
H 2.032 0.682 5.877
H 0.305 2.443 6.123
H -1.583 2.555 4.555
H -4.617 1.233 1.408
H -6.757 0.543 2.378
H -6.829 -0.520 4.616
H -4.722 -0.869 5.867
H -2.580 -0.155 4.907
H -2.376 1.332 -1.188
H -4.096 2.019 -2.727
H -4.270 4.373 -3.479
H -2.626 6.040 -2.641
H -0.866 5.352 -1.077
H 1.086 2.777 -2.107
H 3.230 3.880 -2.641
H 4.244 5.462 -1.020
H 3.088 5.933 1.113
H 0.938 4.856 1.626
N 0.786 -2.805 -1.154
C -0.168 -3.195 -0.210
C -0.449 -4.561 -0.105
C -1.405 -4.988 0.784
C -2.061 -4.047 1.568
C -1.738 -2.721 1.408
N -0.809 -2.290 0.532
C 1.746 -1.802 -1.068
C 2.926 -1.947 -1.800
C 3.880 -0.959 -1.713
C 3.653 0.141 -0.894
C 2.455 0.217 -0.225
N 1.510 -0.736 -0.313
H 1.059 -3.562 -1.758
H 0.096 -5.265 -0.721
H -1.633 -6.042 0.869
H -2.822 -4.328 2.281
H -2.231 -1.928 1.952
H 3.075 -2.819 -2.423
H 4.800 -1.046 -2.276
H 4.374 0.940 -0.799
H 2.193 1.070 0.382
O -0.104 -0.078 -2.536
N -1.195 -0.646 -2.575
O -1.757 -1.022 -3.580
O -1.770 -0.891 -1.426
*
```

Results of the Löwdin charge analysis, in e, for atoms 1 through 2:
1. Ru 1.457
2. C 0.030


Here is a molecular structure, C41H38N5O7P2SSm from OMol25. Energies are from the ωB97M-V functional and the def2-TZVPD basis.

Results
* frontier orbital gap (alpha / beta): 7.603 / 7.624 eV
* LUMO energy (alpha / beta): 0.08 / 0.08 eV
* HOMO energy (alpha / beta): -0.2766 / -0.2772 Eh

```
! RIJCOSX wB97M-V def2-TZVPD def2/J DEFGRID3
* xyz 0 6
Sm -0.199 0.161 0.220
N -0.162 1.605 -3.908
C 0.205 0.752 -2.895
S -0.925 -0.480 -2.464
N 1.392 0.932 -2.383
N 1.690 0.195 -1.253
C 2.903 -0.201 -1.154
C 3.447 -0.949 -0.041
C 4.791 -1.331 -0.137
C 5.396 -2.136 0.803
C 4.631 -2.608 1.864
C 3.309 -2.233 1.996
C 2.681 -1.358 1.088
O 1.456 -0.925 1.295
H -0.903 1.258 -4.492
H 0.596 2.078 -4.377
H 3.579 -0.001 -1.984
H 5.360 -0.977 -0.990
H 6.436 -2.415 0.703
H 5.073 -3.273 2.597
H 2.738 -2.630 2.828
C 2.976 1.157 3.036
C 2.513 2.564 2.592
P 2.065 2.589 0.777
C 3.709 2.770 -0.007
C 4.925 2.646 0.661
C 6.123 2.732 -0.035
C 6.123 2.948 -1.404
C 4.916 3.068 -2.080
C 3.720 2.968 -1.390
C 1.409 4.309 0.720
C 0.159 4.512 1.313
C -0.417 5.771 1.346
C 0.230 6.845 0.751
C 1.459 6.649 0.138
C 2.053 5.393 0.131
C 1.984 0.298 3.846
P 0.191 0.364 3.382
C -0.694 -1.222 3.465
C -0.175 -2.469 3.134
C -0.942 -3.608 3.329
C -2.219 -3.514 3.854
C -2.748 -2.269 4.168
C -1.992 -1.129 3.977
C -0.398 1.344 4.795
C -0.296 0.767 6.061
C -0.593 1.508 7.192
C -0.983 2.835 7.067
C -1.095 3.408 5.811
C -0.807 2.664 4.675
H 3.866 1.253 3.661
H 3.287 0.599 2.155
H 3.297 3.304 2.753
H 1.650 2.904 3.163
H 4.959 2.467 1.728
H 7.061 2.628 0.496
H 7.059 3.013 -1.943
H 4.908 3.222 -3.152
H 2.780 3.011 -1.927
H -0.374 3.667 1.736
H -1.379 5.913 1.824
H -0.225 7.827 0.759
H 1.967 7.482 -0.331
H 3.021 5.263 -0.334
H 2.006 0.610 4.889
H 2.320 -0.737 3.812
H 0.803 -2.552 2.697
H -0.536 -4.570 3.048
H -2.806 -4.409 4.015
H -3.758 -2.185 4.546
H -2.415 -0.157 4.193
H 0.004 -0.271 6.155
H -0.521 1.053 8.171
H -1.201 3.420 7.952
H -1.415 4.437 5.706
H -0.921 3.105 3.694
C -1.556 3.787 -1.625
C -2.426 2.724 -1.056
N -2.017 1.624 -0.459
C -3.146 0.860 -0.201
C -4.247 1.547 -0.633
N -3.767 2.709 -1.173
C -5.715 1.315 -0.676
O -6.150 0.200 -0.159
O -6.424 2.170 -1.162
C -3.091 -0.540 0.373
O -4.172 -1.097 0.611
O -1.948 -1.058 0.560
H -0.515 3.486 -1.529
H -1.697 4.740 -1.115
H -1.785 3.919 -2.682
H -4.387 3.403 -1.564
H -5.381 -0.333 0.241
O -1.347 1.112 2.234
O 0.122 1.284 2.084
*
```

Results of the Löwdin charge analysis, in e, for atoms 1 through 2:
1. Sm 1.525
2. N 0.055


Here is a molecular structure, C41H39AsN3O4STa from OMol25. Energies are from the ωB97M-V functional and the def2-TZVPD basis.

Results
* frontier orbital gap: 7.152 eV
* LUMO energy: -0.61 eV
* HOMO energy: -0.2853 Eh

```
! RIJCOSX wB97M-V def2-TZVPD def2/J DEFGRID3
* xyz 0 1
Ta -0.522 0.035 -1.845
O -2.070 2.946 -4.844
C -3.400 2.764 -4.683
C -4.246 3.636 -5.366
C -5.615 3.512 -5.251
C -6.172 2.516 -4.453
C -5.339 1.649 -3.778
C -3.949 1.751 -3.879
C -3.100 0.796 -3.143
O -1.790 0.993 -3.156
N -3.620 -0.196 -2.510
N -2.616 -0.925 -1.886
C -3.035 -2.006 -1.319
C -2.195 -2.978 -0.688
C -2.773 -4.050 0.012
C -1.985 -5.028 0.569
C -0.593 -4.954 0.420
C -0.004 -3.923 -0.276
C -0.799 -2.915 -0.844
O -0.239 -1.944 -1.529
H -1.625 2.286 -4.277
H -3.797 4.406 -5.979
H -6.258 4.199 -5.786
H -7.245 2.425 -4.360
H -5.742 0.867 -3.149
H -4.106 -2.193 -1.354
H -3.852 -4.089 0.109
H -2.431 -5.848 1.115
H 0.031 -5.721 0.862
H 1.068 -3.851 -0.396
S -1.612 0.619 0.227
C -0.709 1.780 1.228
C -1.118 3.109 1.234
C -0.493 4.028 2.061
C 0.532 3.612 2.898
C 0.923 2.281 2.906
C 0.315 1.345 2.074
As 0.806 -0.559 2.023
C 2.048 -0.589 3.537
C 3.316 -0.040 3.341
C 4.283 -0.104 4.333
C 4.000 -0.739 5.535
C 2.749 -1.301 5.735
C 1.778 -1.226 4.743
C -0.798 -1.229 2.921
C -1.491 -0.507 3.889
C -2.640 -1.029 4.462
C -3.109 -2.278 4.072
C -2.424 -3.003 3.108
C -1.274 -2.476 2.534
H -1.930 3.415 0.586
H -0.813 5.063 2.058
H 1.021 4.319 3.556
H 1.710 1.965 3.578
H 3.549 0.452 2.403
H 5.259 0.335 4.164
H 4.753 -0.798 6.310
H 2.522 -1.800 6.669
H 0.803 -1.665 4.917
H -1.133 0.472 4.189
H -3.176 -0.461 5.213
H -4.009 -2.681 4.518
H -2.786 -3.974 2.794
H -0.748 -3.036 1.769
N 1.843 1.462 -5.087
C 1.200 1.309 -3.932
O 0.514 0.282 -3.746
C 1.323 2.346 -2.860
C 0.286 2.130 -1.749
H 1.779 0.744 -5.789
H 2.377 2.290 -5.273
H 1.290 3.341 -3.316
H 2.332 2.208 -2.459
H -0.536 2.842 -1.859
H 0.766 2.340 -0.796
C 4.945 -0.987 -1.743
C 4.121 -0.549 -0.524
C 4.701 0.753 0.044
C 4.164 -1.649 0.544
C 2.727 -0.329 -0.941
C 1.572 -0.169 -1.278
H 5.983 -1.168 -1.452
H 4.932 -0.215 -2.514
H 4.539 -1.903 -2.172
H 5.725 0.593 0.389
H 4.101 1.110 0.881
H 4.710 1.535 -0.718
H 5.191 -1.804 0.885
H 3.787 -2.589 0.138
H 3.545 -1.385 1.402
*
```

Results of the Löwdin charge analysis, in e, for atoms 1 through 2:
1. Ta 1.622
2. O 0.061


| no. | E_tot (hartree) | maximum force (eV/Å) |
| --- | --- | --- |
| 1 | -2425.0772 | 0.9 |
| 2 | -4124.6249 | 2.5 |
| 3 | -4742.0397 | 0.3 |